The following is a quantum chemistry calculation of 6 unconnected molecules or ions with the total composition C25H51NO15S in a non-equilibrium geometry, from the OMol25 dataset.

Positions of all 93 atoms, in Å:
1 H -2.8527 -6.3229 5.2699
2 H 0.5589 4.2681 -3.6954
3 H 1.7005 5.9866 -5.2373
4 O 1.5001 -0.4255 -4.5931
5 C -0.0519 -3.2040 -1.1669
6 H 1.8161 4.3389 -5.8828
7 H -5.4082 -2.0648 -2.6074
8 C 4.2877 2.5347 2.0829
9 C -5.4212 -1.7019 -1.5754
10 H 1.5033 2.8575 0.2095
11 C -4.4146 -7.2756 2.1979
12 H -0.4072 7.3520 -2.3878
13 C 0.3631 6.9465 -3.0510
14 H -3.4815 -5.1193 4.1583
15 O -0.6762 -1.8801 -4.4999
16 H 1.8336 8.5743 5.1183
17 C 2.1986 6.5507 4.4600
18 C 1.8981 -0.8432 -3.2080
19 H -0.6666 -2.5373 -1.9278
20 H 2.0983 3.4351 -3.5854
21 H 4.9557 6.1067 6.4764
22 H 3.1638 8.4111 3.9494
23 O -3.4647 -2.6786 -0.6625
24 C 2.4796 0.9952 -0.0990
25 O 3.5611 0.7030 0.6541
26 O 1.6777 0.1130 -0.4026
27 H 0.5352 -6.1778 -1.7398
28 C 4.1635 5.3825 6.2645
29 O 2.0841 5.2396 -2.6354
30 H 3.2041 -4.2883 -2.4220
31 H 0.4524 -4.4914 -3.0782
32 H 3.4091 7.9330 5.6200
33 C 1.4517 6.3536 -2.2096
34 C -7.5047 -4.2152 -1.0753
35 S 0.7111 -1.8365 -5.1889
36 C 0.9266 -4.1912 -2.0389
37 H -1.9943 -3.9567 -0.8486
38 H -4.9056 -0.7380 -1.5230
39 H 2.7517 -0.0431 -2.9761
40 H 5.5014 1.0065 1.2035
41 C 2.2205 2.4181 -0.4902
42 H 0.9494 -0.7375 -2.5266
43 H -0.1378 6.2272 -3.6951
44 H 0.7800 7.7544 -3.6597
45 C -4.6737 -5.8528 1.8066
46 C 4.6367 1.6191 0.9259
47 H 0.5732 -2.4490 -0.5070
48 C 2.4829 -2.3616 -3.4045
49 O 1.8118 6.9153 -1.1761
50 O -5.2165 -8.1578 1.8943
51 O 1.1255 -5.4827 -1.3014
52 O -5.3980 -3.6062 -0.0193
53 H -7.1379 -5.2332 -1.2375
54 H -8.5880 -4.2495 -0.9350
55 H 3.2012 5.0940 -5.0621
56 C -4.6942 -2.6785 -0.7022
57 H -5.0973 -5.8413 0.7976
58 H 5.1258 3.1956 2.3175
59 H -7.0502 -4.2030 1.0163
60 H 1.7969 2.4295 -1.4993
61 H -6.4478 -1.5150 -1.2683
62 N -1.0384 -4.0479 -0.3902
63 H -1.7683 -5.0752 4.6144
64 O 3.2908 5.7390 3.9930
65 H 1.4847 6.6143 3.6314
66 O -3.3330 -7.5678 2.9509
67 C 1.6421 4.4202 -3.7323
68 O 4.9688 4.2937 4.3200
69 H 1.6720 6.0610 5.2850
70 H -7.2924 -3.6554 -1.9901
71 H -5.3909 -5.4133 2.5063
72 H 4.9225 2.1661 0.0221
73 O 0.5201 -1.9871 -6.7324
74 H -1.9717 -6.1047 2.3189
75 C -2.6064 -5.7362 4.3798
76 H 3.2160 5.7584 6.6444
77 C 4.1530 5.0813 4.7970
78 C -6.8287 -3.5955 0.1320
79 C 2.1121 4.9900 -5.0564
80 C -2.2575 -6.6517 3.2227
81 H 4.0415 1.9479 2.9730
82 H 3.1156 3.0348 -0.5289
83 H 4.3649 4.4545 6.8085
84 H 3.6092 -2.1715 -3.6588
85 H 2.6848 -2.9553 -1.1608
86 H -3.7786 -5.2360 1.7679
87 O 1.9296 -2.9468 -4.6353
88 C 2.6740 7.9470 4.8108
89 H -1.3928 -7.2644 3.5004
90 C 2.3962 -3.4522 -2.1841
91 H 3.4127 3.1515 1.8614
92 H -1.1610 -3.5947 0.5583
93 H -7.1913 -2.5864 0.3510

Force components x, y, z for each atom (eV/Å):
H 0.128 0.016 -0.111
H 0.096 0.129 0.002
H -0.058 -0.149 -0.001
O -0.876 -3.132 -0.309
C -0.478 0.347 -1.102
H 0.029 0.033 0.087
H 0.032 0.060 0.157
C -0.035 -0.016 -0.167
C -0.273 0.652 0.159
H 0.116 -0.057 -0.126
C -1.313 -1.209 -0.258
H 0.336 0.115 -0.078
C -0.716 -0.122 -0.039
H 0.146 0.010 -0.052
O 5.552 -0.210 -1.504
H 0.055 -0.062 -0.042
C 0.013 0.251 0.108
C -0.112 0.605 -0.071
H 1.446 -1.156 1.329
H -0.005 0.279 0.205
H -0.112 -0.126 -0.038
H -0.168 -0.090 0.043
O -2.562 -0.163 0.238
C -0.908 -1.003 0.055
O -0.412 -0.637 -0.568
O 1.547 1.087 0.697
H 1.178 1.750 1.032
C -0.379 -0.288 0.565
O 0.119 -0.139 0.565
H -1.739 1.774 0.462
H 1.043 1.065 1.997
H -0.156 -0.016 -0.001
C 0.630 1.085 1.507
C 0.068 -0.019 -0.233
S -4.217 -0.248 -2.665
C 0.135 -0.043 0.379
H 1.918 -0.023 0.995
H 0.103 -0.314 -0.171
H -1.963 -2.122 -0.122
H -0.341 -0.132 -0.153
C 0.279 0.348 -0.554
H 2.122 -0.313 -1.179
H 0.137 0.042 -0.156
H -0.066 -0.118 0.107
C 0.257 0.236 -0.543
C 0.004 0.383 0.318
H -1.202 -1.811 -1.138
C 1.864 0.295 1.055
O -0.412 -1.412 -1.867
O 1.697 1.318 0.731
O -0.791 0.489 -2.003
O 0.531 0.234 0.237
H -0.083 0.093 0.137
H 0.101 -0.009 0.016
H -0.130 -0.126 0.034
C 1.537 -0.034 -0.213
H -0.028 -0.112 0.381
H -0.219 -0.156 -0.021
H 0.334 0.114 -0.130
H -0.171 -0.091 0.313
H -0.060 -0.169 -0.118
N -0.599 1.626 0.240
H -0.049 -0.068 -0.029
O 0.111 -0.530 -0.292
H 0.322 -0.223 0.024
O -0.085 -0.526 -0.225
C -0.012 0.129 -0.283
O -1.642 1.642 0.669
H 0.174 0.031 -0.017
H -0.092 0.024 0.125
H 0.100 -0.071 -0.076
H -0.165 -0.021 0.052
O 2.034 0.909 6.127
H -0.133 -0.027 0.070
C -0.207 0.080 0.104
H 0.065 0.198 -0.042
C 1.322 -0.948 -0.661
C -0.262 -0.029 -0.219
C 0.047 0.198 -0.096
C -0.011 0.251 0.065
H 0.184 0.043 -0.111
H -0.070 0.077 0.211
H 0.217 0.210 -0.199
H -2.000 -0.589 0.501
H -0.582 -0.820 -2.053
H -0.065 0.072 0.120
O -2.395 2.820 0.090
C 0.216 0.096 0.075
H -0.336 -0.108 -0.152
C -0.024 -0.676 -0.448
H 0.169 0.055 -0.038
H 0.080 -0.743 -1.586
H 0.120 -0.061 -0.124

LUMO, eV: 0.3
Highest occupied orbital energy, eV: -8.501
Gap between HOMO and LUMO, eV: 8.82
Total charge: 0

Results of the Mulliken charge analysis, in e, for atoms 1 through 8: H 0.31; H 0.40; H 0.30; O -0.41; C -0.07; H 0.37; H 0.26; C -0.73


The following is a quantum chemistry calculation of a molecular structure, C25H52As3CuN3SSi in a non-equilibrium geometry, from the OMol25 dataset.

Positions of all 86 atoms, in Å:
1 H 4.3279 3.6107 0.4637
2 H 2.3737 -1.7630 2.6701
3 H -3.3474 -1.9062 -1.2274
4 H 1.9052 -4.5826 0.5434
5 C 2.9071 -2.0277 1.7588
6 H -0.7138 -3.7027 6.3563
7 H -2.7361 0.8248 -1.2558
8 H 3.6956 -1.4526 -1.2212
9 Cu -0.0093 -0.1851 -0.0091
10 H -3.2429 -0.7170 2.6545
11 H 2.6664 -2.5888 -2.0958
12 H -1.2771 -6.0526 1.6156
13 H -0.1318 3.2502 -0.8890
14 H -4.0700 -2.6467 0.2114
15 H -3.1248 3.5351 -2.3348
16 H -0.5278 -6.0903 0.0133
17 H -0.5099 -2.3361 5.2605
18 H 1.1254 -4.2730 2.8653
19 H 2.0164 2.6324 -4.0412
20 C -2.5725 -1.5741 2.5824
21 C -0.3139 -3.4006 5.3891
22 C -0.3070 -6.1559 4.4786
23 H -1.7957 -1.4648 3.3381
24 H -1.5352 1.8103 -2.0852
25 H -4.1301 -0.8935 -0.0004
26 C -2.2634 1.8071 -1.2768
27 C 2.9648 2.3948 -0.6515
28 C 5.5793 2.5896 -2.1715
29 H -1.5020 -3.7805 -0.4800
30 N 1.4319 1.1227 0.7197
31 C -0.8244 3.2640 -0.0491
32 C -1.8388 4.4298 -0.1770
33 C -3.3131 2.9341 -1.4466
34 H 1.5829 1.2741 2.7625
35 H 3.1385 1.2843 -3.9679
36 C -3.5004 3.0581 0.9985
37 Si 3.7421 3.0123 -2.2745
38 H 0.7653 -3.5607 5.3945
39 H -3.8924 4.5791 -0.3371
40 H 6.1188 2.9908 -3.0315
41 H -1.8075 5.1009 0.6800
42 H -4.3306 2.5483 -1.4947
43 H -0.6489 -6.4154 5.4806
44 C 3.1072 -2.3651 -1.1257
45 H -0.5919 -6.9652 3.8092
46 N -3.2100 3.8294 -0.2498
47 N -1.5317 1.9908 -0.0290
48 H -1.8515 2.0398 2.0201
49 H 0.4685 -6.3186 1.4589
50 As 1.7099 -2.0855 0.2069
51 H -3.4603 3.7447 1.8425
52 C -1.4313 -3.5860 0.5949
53 C 3.5161 2.8923 0.5204
54 H 3.7639 -3.1830 -0.8275
55 H 0.2256 -2.7723 2.6431
56 C -0.1496 -4.2585 1.1241
57 H 2.4648 5.1747 -2.3004
58 C 3.5186 4.8930 -2.2442
59 C 1.0675 -3.9461 0.2418
60 C -3.5173 -1.7828 -0.1577
61 H 5.7350 1.5093 -2.1597
62 C -0.3850 -5.7762 1.0487
63 As -1.1482 -4.4602 3.9594
64 H 0.7806 -6.0729 4.4960
65 H 3.9343 5.3353 -1.3367
66 C 0.1523 -3.8642 2.5753
67 H -1.6737 5.0122 -1.0823
68 C 2.0049 1.6120 1.8215
69 H 4.0271 5.3512 -3.0948
70 H 0.8352 -4.1973 -0.7984
71 S 0.9710 0.8386 -1.8145
72 H -2.2907 -4.0695 1.0683
73 H 6.0392 3.0022 -1.2717
74 As -1.7842 -1.6532 0.7802
75 H -0.2406 3.3580 0.8663
76 H 3.6374 2.7994 -4.7312
77 H -3.1357 -2.4827 2.7868
78 C 1.8833 1.4905 -0.5041
79 C -2.4364 1.9344 1.1061
80 H -2.9098 0.9547 1.1132
81 H 3.4969 2.8915 2.6824
82 C 3.0646 2.3697 -3.9057
83 H 3.6533 -1.2560 1.5653
84 H 3.4125 -2.9840 1.8965
85 H -4.5106 2.6577 0.9226
86 C 3.0483 2.5079 1.7773

Force components x, y, z for each atom (eV/Å):
H 0.038 -0.036 0.026
H -0.029 -0.026 -0.011
H 0.012 0.016 0.010
H -0.007 -0.001 -0.002
C -0.004 -0.012 -0.002
H -0.034 -0.022 -0.024
H -0.046 0.039 -0.028
H -0.035 0.014 0.000
Cu -0.441 -1.113 0.446
H 0.022 0.015 -0.052
H -0.039 0.024 0.016
H 0.003 -0.073 -0.028
H 0.004 0.006 -0.024
H 0.019 0.000 0.035
H -0.028 0.102 0.073
H -0.012 -0.035 0.006
H -0.040 -0.012 -0.052
H 0.018 0.064 0.006
H -0.017 0.000 0.006
C 0.207 0.016 -0.040
C 0.039 -0.004 0.054
C 0.062 -0.046 0.010
H 0.001 0.008 0.001
H -0.025 0.008 -0.043
H 0.061 0.031 0.027
C 0.060 0.025 0.192
C -0.073 -0.178 -0.106
C -0.242 0.095 0.018
H -0.055 0.029 0.010
N 0.135 0.340 0.070
C -0.060 -0.086 0.030
C 0.466 0.078 0.018
C 0.037 -0.343 -0.300
H 0.061 -0.025 0.014
H -0.013 -0.016 -0.006
C -0.020 -0.315 0.350
Si 0.178 0.266 -0.216
H 0.002 0.002 -0.012
H -0.008 0.008 -0.017
H -0.021 0.022 -0.022
H -0.130 -0.003 -0.004
H -0.029 0.102 0.073
H -0.030 0.036 -0.003
C 0.020 0.080 -0.080
H -0.021 0.043 -0.033
N -0.084 0.145 -0.008
N -0.184 0.187 0.052
H -0.047 -0.015 0.016
H 0.007 -0.011 -0.013
As 0.153 -0.223 0.025
H -0.011 0.101 -0.089
C 0.133 -0.119 0.084
C -0.008 0.007 0.002
H -0.031 -0.010 0.029
H -0.010 -0.027 0.120
C 0.013 -0.028 0.070
H -0.029 -0.048 0.002
C 0.118 -0.241 0.006
C 0.053 0.024 0.052
C 0.137 0.061 -0.067
H -0.034 -0.020 0.010
C -0.044 0.146 -0.021
As 0.099 0.057 0.007
H -0.003 0.037 -0.017
H -0.003 0.003 0.013
C -0.072 -0.061 -0.041
H -0.149 0.002 -0.013
C -0.027 -0.005 -0.001
H 0.006 -0.001 -0.021
H 0.012 0.020 0.001
S 0.012 -0.025 -0.760
H -0.047 0.076 -0.037
H 0.007 -0.007 0.012
As -0.357 -0.016 -0.112
H -0.007 0.014 -0.004
H 0.068 0.059 0.062
H -0.018 -0.007 -0.029
C 0.301 0.548 0.194
C 0.097 0.120 -0.172
H -0.072 0.033 0.052
H -0.046 0.001 0.029
C 0.009 -0.043 0.280
H -0.002 -0.001 -0.005
H 0.010 0.004 0.003
H -0.020 0.098 -0.088
C 0.086 0.041 -0.009

LUMO, eV: -2.7
Highest occupied orbital energy, eV: -9.162
Gap between HOMO and LUMO, eV: 6.44
Total charge: +1

Results of the Mulliken charge analysis, in e, for atoms 1 through 8: H 0.35; H 0.32; H 0.38; H 0.58; C -1.45; H 0.41; H 0.09; H 0.33


- Among the records above, which one has the highest highest occupied orbital energy?
  C25H51NO15S